# 1
{"formula": "C15H20N2O", "method": "ωB97M-V with the def2-TZVPD basis set", "lumo_energy_ev": 0.40, "max_force_ev_per_a": 0.9, "e_homo_ev": -8.96, "orbital_gap_ev": 9.3630, "smiles": "CCCC[C@@H](CC)C(=O)Nc1ccc(C#N)cc1", "de_lowest_kj_mol": 72.1, "mol_weight_g_mol": 244.34, "symbols": ["C", "C", "C", "C", "C", "C", "C", "C", "O", "N", "C", "C", "C", "C", "C", "N", "C", "C", "H", "H", "H", "H", "H", "H", "H", "H", "H", "H", "H", "H", "H", "H", "H", "H", "H", "H", "H", "H"], "positions_angstrom": [[-3.84237, -2.96462, 0.01431], [-4.34891, -1.54013, 0.20796], [-3.40735, -0.47813, -0.36210], [-2.08940, -0.38473, 0.40287], [-1.16673, 0.72937, -0.11793], [-1.65152, 2.12987, 0.27616], [-0.78756, 3.22149, -0.34500], [0.20726, 0.51478, 0.50525], [0.38815, 0.54586, 1.70001], [1.19641, 0.27651, -0.41331], [2.55284, 0.04436, -0.20158], [3.12495, -0.00650, 1.06970], [4.47679, -0.23935, 1.20901], [5.28223, -0.42616, 0.08467], [6.66601, -0.66496, 0.23016], [7.79057, -0.85922, 0.34490], [4.71217, -0.37593, -1.18888], [3.36212, -0.14287, -1.32560], [-3.64362, -3.15913, -1.03772], [-2.92860, -3.13642, 0.57684], [-4.58789, -3.67773, 0.35818], [-5.31857, -1.44235, -0.28605], [-4.50021, -1.35035, 1.27257], [-3.91740, 0.48603, -0.32566], [-3.20315, -0.70592, -1.41161], [-2.28384, -0.20866, 1.46183], [-1.55904, -1.33591, 0.31848], [-1.10804, 0.66186, -1.20990], [-2.68550, 2.26308, -0.04374], [-1.61609, 2.21065, 1.36380], [-0.79885, 3.15215, -1.43166], [-1.16036, 4.20313, -0.06349], [0.24221, 3.13880, -0.00317], [0.92376, 0.28534, -1.38699], [2.50408, 0.13807, 1.93750], [4.91931, -0.27844, 2.19309], [5.33373, -0.51991, -2.06014], [2.92241, -0.10393, -2.31276]], "forces_ev_per_a": [[-0.121, 0.181, 0.114], [0.090, -0.007, -0.231], [-0.021, -0.040, 0.312], [-0.031, 0.064, -0.334], [-0.160, 0.005, 0.512], [0.147, -0.011, -0.233], [-0.185, -0.069, 0.144], [-0.275, 0.032, -0.525], [0.016, 0.039, 0.294], [0.046, -0.048, -0.478], [0.383, -0.064, 0.156], [-0.184, 0.039, 0.140], [0.173, -0.044, -0.305], [-0.864, 0.151, -0.051], [0.576, -0.099, 0.059], [0.344, -0.060, 0.036], [0.019, 0.003, 0.162], [-0.081, 0.016, 0.071], [0.045, -0.069, -0.115], [0.111, -0.096, 0.028], [-0.005, -0.132, 0.013], [-0.040, 0.021, 0.086], [-0.090, 0.050, 0.034], [0.008, 0.050, -0.088], [-0.013, 0.045, -0.091], [0.050, -0.035, 0.071], [-0.006, -0.056, 0.093], [0.041, 0.002, -0.001], [-0.036, -0.043, 0.055], [-0.081, -0.064, 0.021], [0.033, 0.031, -0.117], [0.046, 0.124, -0.019], [0.132, 0.058, 0.001], [-0.073, 0.031, 0.258], [-0.006, -0.001, 0.001], [0.019, -0.002, 0.054], [0.026, -0.007, -0.040], [-0.034, 0.003, -0.089]]}

***

# 2
{"formula": "C2H3NS", "method": "ωB97M-V with the def2-TZVPD basis set", "lumo_energy_ev": [-0.48, -0.54], "max_force_ev_per_a": 3.5, "e_homo_ev": [-8.37, -8.42], "orbital_gap_ev": [7.8876, 7.8715], "de_lowest_kj_mol": 443.5, "mol_weight_g_mol": 73.12, "symbols": ["C", "C", "N", "S", "H", "H", "H"], "positions_angstrom": [[-0.85831, -0.30260, 0.45703], [-1.47184, -0.26104, -0.64796], [1.58045, 0.63195, 0.59845], [0.96824, -0.56990, -0.25848], [-1.00667, -0.39435, 1.52646], [-1.39579, -0.25174, -1.64811], [2.18392, 1.14768, -0.02740]], "forces_ev_per_a": [[0.145, -1.301, -0.876], [-0.080, 0.404, 3.469], [0.203, -0.586, -0.620], [-0.829, 0.746, 1.669], [0.178, 0.210, -0.288], [-0.016, 0.081, -3.210], [0.400, 0.447, -0.143]]}

***

# 3
{"formula": "C4H6OS", "method": "ωB97M-V with the def2-TZVPD basis set", "lumo_energy_ev": -0.34, "max_force_ev_per_a": 4.1, "e_homo_ev": -7.40, "orbital_gap_ev": 7.0630, "de_lowest_kj_mol": 606.0, "mol_weight_g_mol": 102.16, "symbols": ["C", "C", "C", "C", "O", "S", "H", "H", "H", "H", "H", "H"], "positions_angstrom": [[0.57894, 0.23834, -2.85228], [0.29153, 0.90917, -1.87245], [0.17967, -1.58087, 2.01589], [-0.42384, 1.41678, -0.84849], [-0.46135, 2.62350, -0.39375], [-0.36152, -0.14114, 0.82468], [0.93880, 0.05163, -3.76969], [1.05489, -2.19117, 1.57126], [-0.80313, -1.99716, 2.22215], [0.55624, -1.18696, 2.96272], [-0.87969, 2.66936, 0.42340], [-0.67054, -0.81148, -0.28343]], "forces_ev_per_a": [[-1.100, 1.092, 2.689], [0.541, 0.533, -1.689], [0.799, 0.482, -1.278], [-1.505, -0.836, 1.596], [2.635, 0.927, -2.984], [0.698, -0.527, 1.378], [1.206, -0.900, -2.585], [-1.993, 0.578, 0.570], [0.485, -1.011, -0.086], [-0.097, 0.450, -0.263], [-1.779, -0.172, 2.281], [0.111, -0.614, 0.369]]}